C4H11N2 | wB97M-V/def2-TZVPD

Positions of all 17 atoms, in Å:
C: -0.59 -2.70 0.52
C: -1.33 -0.19 1.01
C: -0.83 -1.36 0.21
C: -0.31 -0.81 -1.09
N: -0.98 1.03 0.90
N: 1.45 1.75 -0.02
H: -0.70 -3.04 1.53
H: -0.15 -3.43 -0.08
H: -1.98 -0.48 1.80
H: 0.54 -0.20 -0.78
H: -0.86 -0.04 -1.63
H: -0.12 -1.57 -1.83
H: -0.23 1.36 0.09
H: -1.45 1.64 1.46
H: 1.69 2.60 -0.56
H: 2.28 1.13 -0.14
H: 1.51 2.08 0.91

Computed properties:
highest occupied orbital energy	-14.0	eV
net charge	+1
calculated total energy	-268.217010	hartree
relative energy (zero: lowest compared OMol25 entry of this formula, charge and spin)	2.391	eV

***

C28H27FeN6S3 | wB97M-V/def2-TZVPD

Positions of all 65 atoms, in Å:
Fe: 0.47 -0.14 -0.65
C: 1.33 0.22 2.84
N: 0.97 -0.81 1.86
C: -0.25 -1.51 2.24
C: -1.52 -0.71 1.95
N: -1.72 -0.30 0.54
C: -2.55 0.92 0.53
C: -2.35 -1.36 -0.23
C: -3.74 -1.44 -0.29
C: -4.38 -2.46 -0.98
C: -3.62 -3.45 -1.59
C: -2.24 -3.39 -1.53
C: -1.58 -2.35 -0.86
S: 0.17 -2.33 -0.89
C: 2.09 -1.71 1.69
C: 2.37 -2.72 2.60
C: 3.49 -3.52 2.47
C: 4.35 -3.33 1.40
C: 4.08 -2.34 0.47
C: 2.96 -1.52 0.61
S: 2.70 -0.22 -0.54
H: 1.41 -0.20 3.86
H: 0.58 1.02 2.86
H: 2.30 0.65 2.58
H: -0.26 -1.75 3.31
H: -0.28 -2.45 1.69
H: -1.51 0.19 2.56
H: -2.37 -1.32 2.28
H: -3.37 0.86 1.25
H: -2.95 1.06 -0.47
H: -1.10 2.39 0.21
H: -4.35 -0.69 0.20
H: -5.46 -2.49 -1.02
H: -4.10 -4.25 -2.13
H: -1.64 -4.15 -2.01
H: 1.70 -2.87 3.45
H: 3.68 -4.30 3.20
H: 5.23 -3.95 1.28
H: 4.74 -2.18 -0.37
C: 2.65 4.82 1.10
C: 2.18 5.09 -0.18
C: 1.50 4.13 -0.90
C: 1.27 2.86 -0.34
C: 1.76 2.60 0.94
C: 2.44 3.57 1.65
N: 0.55 1.85 -1.02
N: 0.03 2.26 -2.16
C: -0.46 1.34 -2.99
C: -0.98 1.77 -4.23
C: -1.38 0.84 -5.15
C: -1.28 -0.52 -4.83
C: -0.80 -0.87 -3.59
N: -0.41 0.01 -2.67
H: 3.18 5.58 1.66
H: 2.36 6.06 -0.63
H: 1.13 4.33 -1.90
H: 1.59 1.62 1.36
H: 2.80 3.35 2.64
H: -1.02 2.83 -4.42
H: -1.77 1.14 -6.12
H: -1.56 -1.29 -5.54
H: -0.71 -1.91 -3.32
S: -2.70 2.62 3.38
C: -1.85 2.75 2.03
N: -1.79 2.10 0.90

Computed properties:
<S²>	8.98
highest occupied orbital energy (alpha / beta)	-6.8 / -7.9	eV
spin multiplicity	6
calculated total energy	-3869.934570	hartree
relative energy (zero: lowest compared OMol25 entry of this formula, charge and spin)	1.228	eV

***

C51H45BrCrN3O2P2S2Si | wB97M-V/def2-TZVPD

Positions of all 108 atoms, in Å:
Cr: -0.30 -0.63 0.97
S: 1.45 1.95 -2.76
P: 1.48 2.00 -0.77
C: 0.35 1.23 0.24
P: -1.08 2.01 0.54
S: -2.47 0.57 0.84
C: -0.93 3.09 2.08
C: -1.90 3.96 2.56
C: -1.75 4.71 3.70
C: -0.62 4.56 4.47
C: 0.37 3.65 4.08
C: 0.25 2.95 2.88
C: -1.74 3.11 -0.79
C: -1.88 2.43 -2.02
C: -2.29 3.14 -3.10
C: -2.27 4.53 -3.04
C: -2.07 5.21 -1.87
C: -1.79 4.51 -0.69
C: 3.11 1.38 -0.29
C: 4.27 1.82 -0.95
C: 5.51 1.23 -0.62
C: 5.59 0.23 0.35
C: 4.42 -0.27 0.89
C: 3.18 0.35 0.66
C: 1.62 3.78 -0.26
C: 1.16 4.79 -1.09
C: 1.47 6.13 -0.87
C: 2.25 6.41 0.25
C: 2.78 5.43 1.03
C: 2.47 4.12 0.79
H: -2.84 4.10 2.02
H: -2.56 5.41 4.01
H: -0.49 5.10 5.42
H: 1.21 3.36 4.71
H: 0.99 2.28 2.45
H: -1.63 1.36 -2.01
H: -2.41 2.70 -4.09
H: -2.52 5.16 -3.90
H: -2.19 6.26 -1.83
H: -1.57 5.07 0.22
H: 4.22 2.46 -1.77
H: 6.44 1.63 -1.06
H: 6.61 -0.08 0.77
H: 4.48 -1.07 1.61
H: 2.28 -0.01 1.11
H: 0.57 4.59 -1.98
H: 1.07 6.89 -1.54
H: 2.44 7.44 0.57
H: 3.38 5.65 1.94
H: 2.94 3.45 1.46
Br: -0.35 0.68 7.72
C: -0.27 0.25 5.83
C: -1.45 0.25 5.09
C: -1.37 0.02 3.71
C: -0.15 -0.20 3.05
C: 1.00 -0.23 3.85
C: 0.94 -0.07 5.23
H: -2.41 0.41 5.57
H: -2.26 0.05 3.13
H: 1.96 -0.50 3.45
H: 1.90 -0.08 5.77
N: -0.59 -2.81 1.95
C: 0.78 -2.69 2.11
O: 1.36 -1.93 1.28
C: 1.40 -3.30 3.17
C: 0.57 -4.11 3.97
N: -0.13 -4.76 4.58
C: 2.79 -3.17 3.43
N: 3.91 -2.96 3.48
H: -0.92 -2.84 0.98
H: -1.18 -3.22 2.67
C: 1.42 -4.01 -1.19
C: 0.03 -4.54 -1.44
C: 0.02 -5.44 -2.68
C: -0.48 -5.33 -0.22
Si: -0.96 -2.96 -1.76
O: -0.72 -1.94 -0.54
C: -2.82 -3.38 -1.89
C: -3.70 -2.71 -1.09
C: -5.05 -3.09 -1.06
C: -5.58 -4.11 -1.84
C: -4.65 -4.79 -2.64
C: -3.31 -4.41 -2.74
C: -0.46 -2.22 -3.49
C: -1.23 -2.51 -4.67
C: -0.93 -1.89 -5.88
C: 0.21 -1.10 -6.03
C: 0.97 -0.88 -4.88
C: 0.63 -1.40 -3.66
H: 1.95 -4.80 -0.76
H: 1.39 -3.07 -0.68
H: 1.94 -3.81 -2.12
H: 0.80 -6.28 -2.59
H: 0.23 -4.88 -3.60
H: -0.96 -5.96 -2.82
H: -0.10 -6.37 -0.30
H: -1.56 -5.30 -0.17
H: -0.13 -4.88 0.76
H: -3.39 -1.94 -0.45
H: -5.71 -2.60 -0.38
H: -6.61 -4.46 -1.83
H: -5.03 -5.63 -3.23
H: -2.70 -4.96 -3.43
H: -2.16 -3.06 -4.62
H: -1.47 -2.15 -6.79
H: 0.37 -0.54 -6.94
H: 1.87 -0.26 -4.92
H: 1.29 -1.28 -2.79

Computed properties:
<S²>	3.82
highest occupied orbital energy (alpha / beta)	-2.3 / -2.7	eV
spin multiplicity	4
net charge	-2
calculated total energy	-7672.428416	hartree
relative energy (zero: lowest compared OMol25 entry of this formula, charge and spin)	0.128	eV

***

C11H22N2O8 | wB97M-V/def2-TZVPD

Positions of all 43 atoms, in Å:
O: -0.17 1.99 -1.85
O: 0.66 4.27 3.31
O: -1.96 -5.81 -1.39
O: -2.35 -6.38 1.21
O: 2.02 0.24 -1.08
O: -0.91 -3.72 -2.65
O: -0.65 -0.47 -0.78
O: -0.56 -2.46 0.79
C: -0.37 2.63 -0.82
C: 0.81 3.82 2.18
C: -1.67 -4.88 -0.64
N: 1.78 4.26 1.36
N: 0.18 2.22 0.32
C: -1.26 3.85 -0.84
C: -1.72 -5.12 0.88
C: 2.76 5.29 1.72
C: -0.11 2.71 1.68
C: 1.71 -1.12 -0.74
C: -1.29 -3.52 -1.27
C: 0.28 -1.50 -1.18
C: -0.14 -2.83 -0.52
H: -2.29 -6.98 0.44
H: 1.84 0.41 -2.02
H: -1.42 -4.48 -3.02
H: -0.46 0.36 -1.28
H: -0.88 -1.54 0.70
H: 1.86 3.81 0.46
H: 0.79 1.41 0.23
H: -0.74 4.70 -0.41
H: -2.17 3.65 -0.28
H: -1.52 4.08 -1.88
H: -2.28 -4.31 1.36
H: -0.70 -5.11 1.27
H: 3.42 4.91 2.50
H: 3.35 5.57 0.85
H: 2.24 6.17 2.11
H: -0.01 1.87 2.37
H: -1.14 3.07 1.74
H: 1.81 -1.25 0.35
H: 2.42 -1.80 -1.22
H: -2.17 -2.88 -1.23
H: 0.28 -1.59 -2.27
H: 0.72 -3.52 -0.48

Computed properties:
highest occupied orbital energy	-9.8	eV
SMILES	O=C(CO)[C@H](O)[C@H](O)[C@@H](O)CO.CNC(=O)CNC(C)=O
calculated total energy	-1143.798819	hartree
relative energy (zero: lowest compared OMol25 entry of this formula, charge and spin)	0.068	eV

***

C3H2O | wB97M-V/def2-TZVPD

Positions of all 6 atoms, in Å:
C: -0.33 -1.18 -1.63
C: -0.41 -1.68 -2.68
C: 0.19 0.71 1.06
O: -0.44 0.59 0.03
H: 0.91 0.07 1.48
H: 0.09 1.50 1.74

Computed properties:
highest occupied orbital energy (alpha / beta)	-10.8 / -10.6	eV
calculated total energy	-190.399866	hartree
relative energy (zero: lowest compared OMol25 entry of this formula, charge and spin)	7.147	eV

***

C29H32AlF3N5 | wB97M-V/def2-TZVPD

Positions of all 70 atoms, in Å:
F: -0.67 1.46 -1.77
C: -0.40 2.64 -2.30
F: 0.60 2.53 -3.18
C: -1.03 3.79 -1.98
F: -0.96 4.20 -0.68
C: -1.85 4.65 -2.87
C: -3.32 4.66 -2.38
Al: -4.46 3.13 -3.12
H: -1.76 4.30 -3.90
H: -1.45 5.68 -2.84
H: -3.77 5.58 -2.78
H: -3.36 4.74 -1.29
H: -4.90 3.47 -4.66
H: -3.61 1.74 -3.18
H: -5.76 2.93 -2.18
N: -7.68 3.61 0.11
C: -6.59 3.57 0.86
C: -6.33 4.48 1.88
C: -7.25 5.48 2.13
C: -8.40 5.54 1.35
C: -8.56 4.58 0.36
H: -5.88 2.78 0.63
H: -5.42 4.40 2.47
H: -7.08 6.21 2.91
H: -9.14 6.30 1.50
H: -9.45 4.58 -0.27
N: 0.57 0.35 3.29
C: 1.54 -0.56 3.40
C: 2.17 -1.14 2.31
C: 1.78 -0.75 1.04
C: 0.78 0.20 0.91
C: 0.21 0.72 2.07
H: 1.81 -0.84 4.41
H: 2.95 -1.88 2.45
H: 2.25 -1.17 0.16
H: 0.44 0.53 -0.06
H: -0.58 1.46 2.01
N: 2.72 -4.95 2.33
C: 3.60 -5.83 1.85
C: 4.26 -6.76 2.62
C: 4.01 -6.79 3.99
C: 3.10 -5.89 4.51
C: 2.48 -5.00 3.64
H: 3.77 -5.77 0.78
H: 4.97 -7.45 2.17
H: 4.51 -7.50 4.63
H: 2.86 -5.87 5.56
H: 1.76 -4.27 4.01
N: 6.32 1.47 0.27
C: 5.10 1.81 0.66
C: 4.10 2.22 -0.20
C: 4.38 2.28 -1.56
C: 5.65 1.93 -1.99
C: 6.58 1.53 -1.04
H: 4.92 1.75 1.73
H: 3.12 2.49 0.17
H: 3.62 2.60 -2.27
H: 5.92 1.96 -3.04
H: 7.58 1.24 -1.33
N: 0.29 -5.93 -0.81
C: 1.27 -5.03 -0.86
C: 1.78 -4.52 -2.05
C: 1.25 -4.97 -3.25
C: 0.23 -5.90 -3.21
C: -0.21 -6.35 -1.97
H: 1.66 -4.71 0.10
H: 2.58 -3.79 -2.03
H: 1.63 -4.59 -4.19
H: -0.22 -6.28 -4.12
H: -1.01 -7.07 -1.90

Computed properties:
highest occupied orbital energy	-4.8	eV
net charge	-1
calculated total energy	-1939.948760	hartree

***

C2H2Si | wB97M-V/def2-TZVPD

Positions of all 5 atoms, in Å:
C: -3.83 0.01 0.00
C: -2.55 0.10 0.00
Si: -0.75 -0.23 0.01
H: 0.47 1.30 0.23
H: 0.41 -1.04 -0.20

Computed properties:
highest occupied orbital energy	-9.9	eV
calculated total energy	-366.630318	hartree
relative energy (zero: lowest compared OMol25 entry of this formula, charge and spin)	1.880	eV

***

C14H35FN2O8S2 | wB97M-V/def2-TZVPD

Positions of all 62 atoms, in Å:
C: -1.28 2.35 6.51
C: -2.31 1.23 6.43
F: -2.76 1.12 5.12
C: -1.77 -0.14 6.91
O: -1.87 -1.20 5.96
S: -0.49 -1.58 5.15
O: 0.15 -0.31 4.81
O: -1.22 -2.21 3.88
C: -1.75 -1.33 2.86
C: -0.68 -1.04 1.81
C: -0.95 0.23 1.02
S: -2.28 -0.02 -0.11
O: -1.86 -0.94 -1.12
O: -3.49 -0.22 0.62
O: -2.35 1.39 -0.86
H: -1.48 3.00 7.37
H: -1.37 2.96 5.62
H: -0.26 1.97 6.57
H: -3.19 1.47 7.03
H: -0.73 -0.03 7.24
H: -2.36 -0.48 7.77
H: -2.60 -1.86 2.44
H: -2.13 -0.41 3.31
H: 0.27 -0.90 2.30
H: -0.56 -1.88 1.14
H: -0.09 0.49 0.41
H: -1.18 1.08 1.67
H: -2.25 2.12 -0.24
C: 2.65 -3.75 -2.13
C: 2.26 -2.28 -2.29
C: 2.80 -1.37 -1.18
O: 2.15 -1.49 0.07
C: 2.60 -2.58 0.86
N: 0.81 -2.19 -2.46
H: 2.05 -4.24 -1.37
H: 2.49 -4.28 -3.07
H: 3.71 -3.85 -1.86
H: 2.71 -1.92 -3.22
H: 2.66 -0.33 -1.49
H: 3.88 -1.54 -1.04
H: 3.67 -2.75 0.73
H: 2.06 -3.50 0.64
H: 2.42 -2.32 1.91
H: 0.56 -1.23 -2.69
H: 0.35 -2.36 -1.57
C: 1.68 1.55 -5.02
C: 0.29 1.07 -4.60
C: -0.86 1.85 -5.26
O: -1.08 3.14 -4.72
C: -0.26 4.17 -5.23
N: 0.20 1.06 -3.14
H: 1.95 2.48 -4.51
H: 2.42 0.80 -4.74
H: 1.74 1.72 -6.09
H: 0.18 0.04 -4.94
H: -1.79 1.30 -5.08
H: -0.72 1.92 -6.34
H: -0.04 4.01 -6.29
H: 0.69 4.25 -4.69
H: -0.80 5.10 -5.12
H: -0.68 0.63 -2.86
H: 0.11 2.03 -2.83

Computed properties:
highest occupied orbital energy	-8.7	eV
calculated total energy	-2162.025182	hartree
relative energy (zero: lowest compared OMol25 entry of this formula, charge and spin)	0.000	eV

***

C24H30BiN6OSSi | wB97M-V/def2-TZVPD

Positions of all 64 atoms, in Å:
Bi: 1.68 0.40 -0.18
C: 1.11 4.14 4.63
C: 0.01 3.16 4.22
N: -0.30 3.27 2.81
C: 0.13 2.46 1.84
S: 0.94 0.99 2.25
N: -0.15 2.83 0.62
N: 0.26 2.12 -0.43
C: -0.09 2.53 -1.64
C: -0.98 3.71 -1.86
C: 0.47 1.83 -2.75
C: 0.15 2.10 -4.09
C: 0.71 1.34 -5.08
C: 1.61 0.32 -4.74
C: 1.90 0.13 -3.41
N: 1.34 0.85 -2.44
H: 1.34 4.01 5.69
H: 0.77 5.16 4.49
H: 2.01 3.98 4.05
H: -0.90 3.36 4.79
H: 0.33 2.13 4.40
H: -0.74 4.12 2.50
H: -1.35 4.07 -0.90
H: -1.82 3.44 -2.49
H: -0.42 4.51 -2.35
H: -0.54 2.89 -4.34
H: 0.46 1.52 -6.11
H: 2.06 -0.31 -5.49
H: 2.60 -0.63 -3.09
C: -2.43 -5.04 1.31
C: -1.17 -5.41 0.87
C: -0.33 -4.47 0.29
C: -0.73 -3.14 0.14
C: -2.01 -2.79 0.56
C: -2.85 -3.73 1.15
Si: 0.48 -1.94 -0.68
C: -0.43 -1.56 -2.30
C: -1.41 -0.57 -2.36
C: -2.10 -0.31 -3.53
C: -1.83 -1.05 -4.67
C: -0.86 -2.03 -4.64
C: -0.17 -2.28 -3.47
H: -3.08 -5.77 1.76
H: -0.84 -6.43 0.96
H: 0.64 -4.77 -0.07
H: -2.37 -1.78 0.42
H: -3.84 -3.44 1.47
H: 1.69 -2.69 -1.06
H: -1.63 0.01 -1.47
H: -2.85 0.47 -3.55
H: -2.39 -0.86 -5.58
H: -0.64 -2.60 -5.53
H: 0.59 -3.05 -3.45
C: -0.81 -1.68 3.34
N: 0.19 -2.72 3.34
C: 1.16 -2.89 2.43
N: 1.92 -3.99 2.58
O: 1.39 -2.08 1.51
H: -0.65 -0.99 4.17
H: -1.80 -2.12 3.42
H: -0.73 -1.14 2.40
H: 0.13 -3.40 4.09
H: 1.68 -4.70 3.25
H: 2.62 -4.20 1.89

Computed properties:
highest occupied orbital energy	-10.5	eV
net charge	+1
calculated total energy	-2238.459473	hartree
relative energy (zero: lowest compared OMol25 entry of this formula, charge and spin)	1.117	eV

***

C4H9ClO | wB97M-V/def2-TZVPD

Positions of all 15 atoms, in Å:
C: -0.10 0.57 1.98
C: 0.22 0.70 0.45
C: -0.35 -0.46 -0.33
C: 0.57 -0.99 -1.44
H: -1.18 0.47 2.28
H: 0.37 -0.31 2.42
H: 0.41 1.34 2.61
H: -0.13 1.72 0.00
H: 1.28 0.86 0.19
H: -0.66 -1.30 0.28
H: -1.35 0.17 -1.69
H: 1.43 -1.55 -1.22
H: -0.06 -1.59 -2.13
O: -1.58 0.04 -0.86
Cl: 1.14 0.32 -2.53

Computed properties:
highest occupied orbital energy	-10.4	eV
SMILES	CC[C@@H](O)CCl
calculated total energy	-693.198328	hartree
relative energy (zero: lowest compared OMol25 entry of this formula, charge and spin)	1.097	eV

***

The lowest calculated total energy belongs to which entry? C51H45BrCrN3O2P2S2Si

***

The lowest calculated total energy belongs to which entry? C51H45BrCrN3O2P2S2Si